Record 1
C2H7BO2S | ωB97M-V with the def2-TZVPD basis set

```
13
Properties=species:S:1:pos:R:3:nbo_charge:R:1
H -2.52 1.16 1.63 0.236
H -2.07 0.46 0.14 0.229
H 1.74 -0.34 1.18 0.227
H 0.86 -1.74 0.81 0.231
O -0.27 -0.87 -1.50 -0.877
H 2.14 0.34 -2.12 0.494
C -1.56 1.06 1.00 -0.752
O 1.89 0.22 -1.19 -0.871
B 0.83 -0.46 -0.84 1.082
S -0.57 -0.20 1.88 0.143
C 0.83 -0.72 0.71 -0.841
H -0.27 -0.83 -2.46 0.488
H -1.02 1.92 0.77 0.211
```

Summary:
* structure (SMILES): CSCB(O)O
* HOMO energy: -8.10 eV
* orbital gap: 8.2133 eV
* energy relative to the best compared isomer or geometry (same formula, charge and spin): 0.026 eV
* net charge: 0
* max |F|: 0.1083 hartree/bohr

=====

Record 2
C57H44AsFNO3P2S2Ti | ωB97M-V with the def2-TZVPD basis set

```
112
Properties=species:S:1:pos:R:3:mulliken_charge:R:1
H 1.26 -3.49 4.14 0.488
C -2.38 1.31 -2.43 0.232
C 6.29 0.94 -0.22 -0.101
H -0.38 0.16 -7.76 0.455
C 0.25 1.66 2.88 0.011
H 2.66 -0.60 3.68 0.496
C 0.80 0.42 3.16 0.443
S 0.49 -2.21 1.40 -0.492
H 3.88 1.48 4.22 0.379
C -5.12 -4.02 5.77 -0.519
C -0.96 -0.73 -2.65 -0.665
C 4.68 2.71 -0.44 -0.481
C 2.19 2.78 3.80 -0.597
H -4.49 4.20 -4.05 0.514
C 5.67 3.64 -0.12 -0.687
C -1.82 2.14 -6.51 -1.009
C 3.85 0.55 -5.75 -0.589
C 4.87 -1.69 -2.91 0.946
C -1.78 0.12 -1.90 1.418
C 0.86 -3.41 6.22 -0.674
F -4.42 4.17 -1.48 -0.327
H 6.13 -4.41 -0.50 0.406
C 2.81 1.51 3.89 -0.514
H 6.58 -4.61 -2.96 0.351
H -5.40 -0.79 4.79 0.751
C -3.15 2.69 -5.93 -1.055
H 0.36 -2.88 8.33 0.403
C -3.85 3.44 -3.62 -0.872
C -0.45 -0.03 -6.68 -1.960
C 7.25 1.85 0.15 -0.575
C -5.05 -1.83 4.80 -0.688
C 2.13 0.33 3.61 -0.790
C -3.42 -3.47 4.14 -0.463
C 4.64 -1.48 -1.53 -0.575
H 2.83 2.42 -5.52 0.435
C -5.16 2.44 1.69 -0.548
S -3.81 -2.50 1.05 -0.464
H -3.40 3.66 -6.32 0.488
O -1.30 -2.62 -1.09 -0.390
C -3.93 -2.16 4.05 0.964
C -2.37 1.45 -3.85 -0.382
H -0.75 1.74 2.46 0.207
C -4.20 1.47 1.94 0.047
C 0.94 2.85 3.17 -0.519
C -3.68 3.30 -2.24 0.424
H 5.71 -2.89 -4.47 0.336
H 3.85 0.60 -6.85 0.402
H -3.60 -5.37 5.10 0.432
H -1.84 2.23 -7.59 0.421
C 5.77 -3.63 -1.16 -0.883
H 0.56 0.28 -6.25 0.294
H 2.71 3.70 4.11 0.385
H -0.92 -0.92 7.79 0.362
H -2.56 0.12 -6.37 0.135
H 4.90 -2.40 0.35 0.558
H 2.67 2.27 -3.05 0.203
C 3.67 0.36 -2.99 0.082
C -4.63 0.20 2.38 0.333
C -2.90 2.36 -1.61 -0.994
C 5.57 -2.80 -3.39 -0.656
H -0.08 -0.96 -4.59 0.719
H 4.76 -1.41 -5.71 0.333
C 4.33 -0.63 -3.74 0.615
O 0.70 -2.45 -2.10 -0.537
C 6.95 3.22 0.19 -0.495
H -0.64 -1.09 -6.66 0.540
C 0.28 -2.66 7.28 -0.475
O -1.98 -0.08 -0.59 -0.299
C 4.39 -0.56 -5.12 -0.563
H -8.01 0.88 2.53 0.356
C 3.25 1.54 -5.02 -0.919
H 7.74 3.90 0.52 0.377
H -6.48 -2.54 6.31 0.467
P -3.46 -1.08 2.71 1.394
H 8.25 1.54 0.41 0.417
H -0.99 2.78 -6.25 0.365
C -1.66 0.67 -6.06 0.699
H -2.77 2.24 -0.51 0.261
C -0.52 -1.56 6.98 -0.672
H -5.51 -4.77 6.43 0.408
As 3.57 0.12 -1.01 0.166
H -3.91 2.01 -6.34 0.329
C -6.01 -0.01 2.60 -0.355
H -2.57 -3.71 3.51 0.293
C 3.11 1.42 -3.65 -0.261
C -5.65 -2.75 5.68 -0.940
C 5.13 -2.50 -0.69 -0.019
C -6.53 2.21 1.90 -0.619
C -0.65 -1.10 5.66 -0.497
P -0.25 -1.06 3.01 1.028
C 0.70 -2.99 4.92 -0.375
C -0.84 -0.45 -4.02 0.116
H -7.20 3.06 1.72 0.383
H 1.45 -4.25 6.48 0.490
C -0.18 -1.90 4.64 0.827
H 0.43 3.78 2.85 0.412
H -1.15 -0.12 5.51 0.328
C 4.99 1.34 -0.50 0.647
C -1.82 -0.76 2.34 -0.346
H -4.85 3.41 1.33 0.471
H -6.31 -1.01 2.93 0.802
C 6.01 -3.76 -2.52 -0.429
Ti -1.63 -1.59 0.49 -0.695
C -0.44 -2.02 -1.94 0.140
H 5.43 4.70 -0.13 0.395
C -4.03 -4.38 5.00 -0.730
H 6.56 -0.14 -0.21 0.228
C -6.93 1.00 2.44 -0.917
N -1.52 0.61 -4.56 0.408
C -3.17 2.56 -4.43 1.044
H -3.13 1.63 1.83 -0.014
H 3.69 3.03 -0.74 0.366
```

Summary:
* HOMO energy: -9.76 eV
* orbital gap: 6.2868 eV
* energy relative to the best compared isomer or geometry (same formula, charge and spin): 0.000 eV
* net charge: +1
* max |F|: 0.0739 hartree/bohr